#w
{"formula": "C4H8N2", "method": "ωB97M-V/def2-TZVPD", "e_homo_ev": -21.98, "total_charge": 2, "gap_ev": 10.533, "lumo_ev": -11.45, "smiles": "C[N+]1=CC[NH+]=C1", "multiplicity": 1, "species": ["C", "N", "C", "H", "C", "H", "C", "H", "H", "H", "H", "N", "H", "H"], "coordinates": [[-1.77358, 0.22506, -0.25953], [0.46071, 0.10649, 0.09429], [1.88972, 0.34615, 0.12892], [0.40060, -2.13815, -0.40042], [-0.52566, 1.00525, 0.13420], [2.50125, -0.52766, 0.42475], [-0.04351, -1.16289, -0.27096], [2.06042, 0.37331, -0.98039], [-0.40543, 1.99620, 0.52992], [2.25037, 1.24605, 0.68552], [-2.42037, 0.50891, -1.20670], [-1.30548, -1.13176, -0.38463], [-1.89824, -1.92314, -0.72776], [-2.65808, 0.21554, 0.42271]], "nbo_charge": [-0.382, -0.259, -0.461, 0.310, 0.334, 0.288, 0.394, 0.268, 0.314, 0.304, 0.383, -0.365, 0.513, 0.360]}


#x
{"formula": "C4H8N2", "method": "ωB97M-V/def2-TZVPD", "e_homo_ev": -21.69, "total_charge": 2, "gap_ev": 9.193, "lumo_ev": -12.50, "multiplicity": 1, "species": ["H", "C", "H", "H", "H", "N", "H", "C", "H", "H", "C", "H", "N", "C"], "coordinates": [[-2.00491, -0.96442, 0.59354], [3.26751, 0.33528, -0.11742], [3.37967, -0.39567, -0.97658], [-1.86145, -0.04558, -0.89235], [3.03737, 1.34766, -0.54153], [-0.20660, 0.30775, -0.29860], [-4.28518, 0.60147, -0.80178], [2.09574, -0.29873, 0.41168], [-4.30539, -0.15896, 1.03559], [1.96573, -0.97894, 1.18349], [0.89945, 0.08082, -0.10924], [4.14699, 0.41510, 0.55629], [-2.46467, -0.27982, -0.08559], [-3.66427, 0.03403, 0.04251]], "nbo_charge": [0.445, -0.703, 0.384, 0.461, 0.323, -0.116, 0.276, 0.300, 0.277, 0.284, 0.210, 0.335, -0.614, 0.138]}


Most stable = #w


#w
{"formula": "C3H4NO3", "method": "ωB97M-V/def2-TZVPD", "e_homo_ev": -4.27, "total_charge": -1, "gap_ev": 8.181, "lumo_ev": 3.91, "smiles": "O=C([O-])N[C@H]1CO1", "multiplicity": 1, "species": ["H", "O", "C", "O", "O", "N", "H", "H", "H", "C", "C"], "coordinates": [[-1.00733, 1.28408, -1.23649], [-0.00590, 3.38296, -1.83768], [-0.15644, -0.87914, 0.36485], [0.42474, -0.93612, -0.94235], [1.75142, 2.58131, -0.75213], [-0.31419, 1.53642, -0.63922], [-1.30229, -0.88232, 0.33975], [1.42783, 0.86612, -0.00461], [0.39157, -1.44574, 1.24101], [0.48939, 0.25545, -0.22829], [0.59779, 2.63093, -1.10518]], "nbo_charge": [0.349, -0.777, -0.147, -0.518, -0.772, -0.733, 0.172, 0.247, 0.160, 0.143, 0.876]}


#x
{"formula": "C3H4NO3", "method": "ωB97M-V/def2-TZVPD", "e_homo_ev": -4.71, "total_charge": -1, "gap_ev": 8.552, "lumo_ev": 3.84, "smiles": "O=CNCC(=O)[O-]", "multiplicity": 1, "species": ["C", "H", "O", "H", "O", "C", "N", "C", "H", "O", "H"], "coordinates": [[1.02581, 0.72548, 1.74856], [1.09838, 0.82237, -0.26816], [0.36234, 0.05984, -2.09872], [-0.27977, -1.41045, 0.49225], [-1.68562, -0.87200, -1.93973], [-0.62824, -0.41664, -1.48189], [0.60096, 0.44422, 0.51946], [-0.50267, -0.41017, 0.13469], [1.91949, 1.37793, 1.76551], [0.58936, 0.35301, 2.82756], [-1.46815, -0.00735, 0.44168]], "nbo_charge": [0.523, 0.425, -0.799, 0.196, -0.757, 0.771, -0.603, -0.361, 0.077, -0.674, 0.202]}


Most stable = #x


#w
{"formula": "CHF3NO2S", "method": "ωB97M-V/def2-TZVPD", "e_homo_ev": [-3.70, -3.70], "total_charge": -1, "gap_ev": [6.334, 6.336], "lumo_ev": [2.64, 2.64], "multiplicity": 1, "species": ["S", "F", "C", "N", "O", "H", "O", "F", "F"], "coordinates": [[0.10292, -1.58472, -0.20202], [2.36407, 0.78448, -0.13942], [3.13315, -0.34808, 0.32806], [0.56688, -1.35048, -1.62548], [0.23405, -2.86456, 0.47251], [0.78663, -0.38357, -1.89669], [-0.96960, -0.74144, 0.22034], [3.86734, 0.24158, 1.42763], [4.03674, -0.50846, -0.77387]], "nbo_charge": [2.277, -0.472, 0.474, -1.071, -0.848, 0.422, -0.890, -0.450, -0.443]}


#x
{"formula": "CHF3NO2S", "method": "ωB97M-V/def2-TZVPD", "e_homo_ev": [-4.12, -4.30], "total_charge": -1, "gap_ev": [6.339, 8.040], "lumo_ev": [2.22, 3.74], "multiplicity": 1, "species": ["O", "N", "F", "C", "F", "F", "S", "O", "H"], "coordinates": [[-0.54802, -2.59526, -1.39873], [0.23510, 0.04503, 0.86124], [-3.56506, -0.38676, -0.50150], [-2.47201, 0.26926, -0.09445], [-2.78124, 1.47419, 0.51382], [-1.87414, 0.70319, -1.26570], [-0.98152, -0.90507, 0.71092], [-1.45139, -1.39008, 2.00921], [0.65535, 0.48745, 0.03680]], "nbo_charge": [-0.548, -1.145, -0.333, 0.734, -0.359, -0.373, 1.589, -0.942, 0.377]}


Most stable = #w


#w
{"formula": "C6H16N", "method": "ωB97M-V/def2-TZVPD", "e_homo_ev": -13.60, "total_charge": 1, "gap_ev": 8.229, "lumo_ev": -5.37, "multiplicity": 1, "species": ["H", "C", "H", "H", "H", "H", "H", "H", "H", "C", "H", "C", "C", "N", "H", "H", "H", "H", "H", "H", "C", "H", "C"], "coordinates": [[1.57388, -0.96486, -1.20636], [-0.60189, -0.19746, -1.01153], [-0.23997, -1.38406, 2.69582], [1.31479, -2.01989, 0.22030], [-1.83702, -1.94450, 2.42269], [-0.46178, -0.92724, -1.80572], [0.50314, 1.58132, -0.71484], [2.88956, 0.47606, -1.52555], [-0.37188, 1.55617, -2.24916], [-1.44148, -0.05674, 1.41574], [-0.84959, 0.86545, 1.60957], [-1.27045, -1.02226, 2.55908], [-0.45860, 1.28103, -1.20908], [2.73111, 1.46955, -1.49850], [-1.18148, -1.85699, 0.17143], [2.39333, 1.88777, -2.35197], [-1.61448, -0.66883, 3.53222], [1.31875, -0.22262, 0.57413], [3.61797, 1.89459, -1.26133], [-2.42962, 0.35493, 1.16801], [1.25411, -1.01134, -0.16723], [-1.34684, 1.86478, -0.90719], [-1.15983, -0.77699, 0.11766]], "mulliken_charge": [0.377, -0.121, 0.304, 0.356, 0.394, 0.679, 0.478, 0.163, 0.352, -0.109, 0.343, -1.351, -1.452, -0.612, 0.510, 0.226, 0.372, 0.522, 0.230, 0.343, -0.995, 0.363, -0.376]}


#x
{"formula": "C6H16N", "method": "ωB97M-V/def2-TZVPD", "e_homo_ev": -13.90, "total_charge": 1, "gap_ev": 10.053, "lumo_ev": -3.85, "smiles": "CCCCCC[NH3+]", "multiplicity": 1, "species": ["C", "C", "H", "H", "C", "C", "H", "H", "C", "N", "H", "H", "H", "H", "H", "H", "H", "H", "C", "H", "H", "H", "H"], "coordinates": [[-0.21467, 0.72810, -1.39010], [-1.44835, -0.14997, -1.45209], [1.03540, -1.82509, 2.50777], [-0.31730, -1.53190, 0.44400], [0.58066, 0.51023, -0.02526], [0.64981, -0.95128, 0.47696], [2.00014, 0.99530, 2.27043], [-0.42642, 1.78779, -1.21338], [2.30048, -0.06781, 2.30713], [-2.63708, 0.55262, -2.08606], [-3.03863, -0.03185, -2.83643], [-3.42783, 0.75125, -1.46557], [2.93794, -0.18346, 1.44295], [0.51877, 0.63553, -2.21519], [1.41308, -1.63968, 0.13422], [-0.13805, 0.96976, 0.68496], [-1.24654, -0.99089, -2.10150], [1.52314, 1.03366, -0.05016], [1.02601, -0.87328, 1.98216], [-2.42009, 1.42074, -2.60234], [-1.75628, -0.45093, -0.47646], [0.21468, -0.33592, 2.47231], [2.87111, -0.35291, 3.19166]], "nbo_charge": [-0.454, -0.225, 0.218, 0.193, -0.374, -0.428, 0.202, 0.224, -0.616, -0.678, 0.444, 0.448, 0.196, 0.239, 0.225, 0.191, 0.237, 0.242, -0.386, 0.448, 0.235, 0.181, 0.237]}


#y
{"formula": "C6H16N", "method": "ωB97M-V/def2-TZVPD", "e_homo_ev": -14.33, "total_charge": 1, "gap_ev": 7.674, "lumo_ev": -6.65, "multiplicity": 1, "species": ["H", "H", "C", "H", "N", "H", "H", "H", "H", "C", "C", "H", "H", "H", "H", "C", "C", "C", "H", "H", "H", "H", "H"], "coordinates": [[-2.70316, 0.54377, -1.32715], [1.89723, -1.05016, -1.11378], [1.12710, 0.43334, 0.31252], [-0.14949, -2.87868, -1.27369], [-1.39404, -0.90831, 1.45996], [1.16947, -0.12736, 1.24760], [-1.73357, 1.07888, 0.88691], [2.39163, 0.59738, -1.46375], [-0.01861, -3.58136, -1.53225], [-0.18858, 0.43128, -0.24584], [1.44092, 1.92319, 0.65266], [-1.01879, -0.56314, 2.33817], [2.46906, 1.97664, 0.99306], [-0.79784, -1.67945, 1.17783], [1.31422, 2.55980, -0.22229], [2.21081, -0.11172, -0.66053], [-2.53195, -0.25435, -0.60793], [-1.43258, 0.12490, 0.41931], [-0.29956, 1.08065, -1.12196], [0.77408, 2.31296, 1.42835], [3.13872, -0.29287, -0.13067], [-2.22088, -1.14665, -1.15839], [-3.44421, -0.46874, -0.05815]], "nbo_charge": [0.225, 0.230, -0.377, -0.066, -0.796, 0.243, 0.315, 0.229, 0.066, 0.458, -0.557, 0.379, 0.264, 0.369, 0.228, -0.583, -0.591, -0.220, 0.213, 0.230, 0.253, 0.225, 0.262]}


Most stable = #x